This record from the OMol25 dataset describes 3 unconnected molecules or ions with the total composition C26H48N2O6. The level of theory is ωB97M-V with the def2-TZVPD basis set.

```
82
Properties=species:S:1:pos:R:3:mulliken_charge:R:1
H -1.41655 2.31183 3.55670 0.33
H -2.62127 0.08537 3.35283 0.34
H -9.24427 -1.57233 -1.78130 0.36
H 10.27624 1.67217 0.40534 0.36
H -7.14717 0.22920 -0.50858 0.44
O 2.58499 2.34413 1.22786 -0.56
H 5.24462 2.28333 0.99965 -0.02
C -3.30428 -0.57568 1.45191 -0.46
H 7.62736 3.78625 2.18046 0.29
C 7.97788 3.45677 -0.75945 -1.89
H -8.26925 -5.08914 -3.75022 0.50
C 6.04918 2.09383 -1.47674 -1.92
C 6.87739 2.99051 2.20058 -0.61
H -1.90461 3.40910 2.28077 0.31
C 2.44070 -0.04212 1.16903 -0.89
C 1.90612 1.35299 1.32167 0.63
C -2.10299 1.37895 1.72580 0.57
H -3.78015 -1.50185 1.76603 0.41
C -1.36794 2.47397 2.47570 -0.96
H -6.25931 -2.02069 0.37414 0.47
C -6.04538 -2.30026 -0.65931 -0.92
H 8.84636 2.99000 -1.22418 0.33
C 6.12092 2.92548 0.87423 -0.84
H -5.91075 0.19585 -1.75377 0.32
H -5.18178 -4.22379 -0.21967 0.37
O -5.91973 -1.45556 -3.56051 -0.62
H -5.34807 -3.41454 -4.84269 0.37
C -6.81045 -3.57021 -3.23491 1.82
H 6.61427 1.66061 -2.30351 0.46
O 6.87151 0.09925 0.01649 -0.62
C -6.35640 -3.78346 -4.67451 -1.91
H 2.42354 -0.33015 0.11451 0.28
H -1.28207 -0.60252 2.36103 0.29
N 7.64192 1.12878 0.12001 0.50
H -4.79419 -3.93607 -2.58463 0.40
H -6.91568 -4.27054 -0.41300 0.36
H -8.69297 -2.99574 -0.89654 0.31
H -5.05769 -1.89139 -0.89762 0.24
C 8.42098 1.12365 1.39775 1.61
H 1.89101 -0.76539 1.77005 0.33
H -8.40206 -4.58322 -2.08344 0.30
H -6.36908 -4.85241 -4.88999 0.45
C -2.19278 -0.00328 2.34757 -0.77
C 6.95926 2.39709 -0.29211 1.90
H 9.48849 -0.30518 2.58268 0.42
C 0.08264 2.66618 2.02450 -0.50
N -6.87165 -2.09684 -2.97245 0.51
C -8.19909 -4.22460 -3.09059 -1.83
H -2.92463 -0.67419 0.42533 0.28
H 0.70372 2.99140 2.86241 0.36
C 8.85643 -0.30636 1.69399 -1.85
H -8.99013 -3.53114 -3.37487 0.33
C -6.92287 -0.11941 -1.51360 -1.84
C 7.52953 1.64751 2.52542 -1.21
H 0.15053 3.40171 1.22111 0.39
H 9.52465 3.03303 1.23889 0.28
H 5.24918 1.40800 -1.21009 0.31
H 8.32366 4.10321 0.04491 0.30
H -5.87715 -5.30391 -2.38718 0.36
H -1.74742 1.29056 0.69198 0.18
C -5.80595 -4.21887 -2.27702 -1.25
C -7.08173 -1.63234 -1.56432 1.62
H 10.32077 1.78478 2.16506 0.44
H 8.00841 -0.96047 1.88003 0.37
C -6.00403 -3.82015 -0.81469 -0.81
O -5.43309 0.63959 1.22721 -0.55
H -7.02653 -3.28096 -5.37325 0.45
H 7.51809 4.10506 -1.50451 0.50
H 5.59690 3.02595 -1.81538 0.47
H -8.66356 -1.43004 -0.12170 0.45
H -7.60719 0.36556 -2.21210 0.47
H 8.12757 1.72217 3.43683 0.40
C -4.24853 0.61232 1.41451 0.39
O 0.58625 1.39421 1.56692 -0.16
H 5.74052 3.91467 0.60961 0.49
H 9.43035 -0.71872 0.86338 0.45
H 6.74402 0.91086 2.72196 0.32
O -3.52131 1.73858 1.65943 -0.41
C 9.70168 1.96308 1.28555 -1.68
H 3.48809 -0.01775 1.48096 0.21
C -8.50302 -1.94077 -1.07105 -1.77
H 6.17898 3.25452 2.99678 0.41
```

For the molar mass, the calculation gives 484.7 g mol⁻¹. The total energy is -43003.450 eV. Its spin multiplicity is 3. Its energy above the lowest of the compared OMol25 structures with the same formula, charge and spin is 0.0000 eV.